Here is a cluster of 2 separate species, C2H4FOP in total from OMol25. Energies are from ωB97M-V/def2-TZVPD.

Structure (XYZ):
```
9
Properties=species:S:1:pos:R:3
P -1.8996 -0.6587 0.8597
F -1.1052 0.1866 1.9908
O 0.7732 -1.3263 -1.6757
C 0.8066 0.7826 -0.4593
C 0.3559 -0.4901 -0.9697
H 1.9773 0.8737 -0.4378
H 0.4453 1.5913 -1.2683
H -1.6444 -2.0200 1.3594
H 0.2909 1.0609 0.6011
```

Summary:
- Relative energy (zero: lowest compared OMol25 entry of this formula, charge and spin): 52.7 kcal/mol
- Frontier orbital gap (spin up / spin down): 0.269 / 0.296 Ha
- LUMO energy (spin up / spin down): -0.4 / 0.0 eV